[1]
121
Properties=species:S:1:pos:R:3 method="wB97M-V/def2-TZVPD" e_lumo_ha=0.01095 homo_energy_ev=-8.3 smiles="CP(O)NC(=O)O.Fc1ccccc1.Fc1ccccc1.Fc1ccccc1.Fc1ccccc1.Fc1ccccc1.Fc1ccccc1.Fc1ccccc1.Fc1ccccc1.Fc1ccccc1"
C -5.195 -3.271 -5.147
P -6.747 -4.258 -5.703
O -6.685 -5.735 -4.798
N -8.170 -3.294 -5.298
C -9.435 -4.001 -5.604
O -9.834 -3.972 -6.799
O -10.177 -4.714 -4.631
H -4.263 -3.931 -5.181
H -5.104 -2.327 -5.804
H -5.427 -2.953 -4.059
H -6.106 -6.323 -5.347
H -8.156 -2.926 -4.330
H -9.783 -4.430 -3.766
F -4.552 -0.933 -3.666
C -3.928 0.147 -4.165
C -3.223 0.039 -5.355
C -2.580 1.158 -5.873
C -2.639 2.371 -5.191
C -3.344 2.467 -3.995
C -3.997 1.351 -3.481
H -3.181 -0.915 -5.868
H -2.033 1.085 -6.807
H -2.133 3.242 -5.594
H -3.385 3.411 -3.462
H -4.558 1.410 -2.556
F -1.641 3.733 -1.281
C -2.012 3.219 -0.095
C -2.424 1.897 -0.025
C -2.802 1.363 1.202
C -2.775 2.160 2.344
C -2.364 3.487 2.261
C -1.975 4.019 1.036
H -2.447 1.294 -0.926
H -3.119 0.327 1.269
H -3.074 1.744 3.301
H -2.347 4.108 3.151
H -1.644 5.048 0.955
F 1.574 5.306 1.043
C 1.698 5.699 -0.235
C 0.701 5.381 -1.145
C 0.827 5.792 -2.468
C 1.953 6.508 -2.868
C 2.950 6.818 -1.947
C 2.820 6.416 -0.621
H -0.165 4.816 -0.817
H 0.050 5.555 -3.186
H 2.053 6.825 -3.901
H 3.828 7.371 -2.261
H 3.582 6.656 0.111
F -1.150 -2.780 -4.797
C -0.575 -2.538 -3.607
C -0.832 -1.340 -2.958
C -0.241 -1.091 -1.723
C 0.609 -2.038 -1.157
C 0.864 -3.235 -1.820
C 0.265 -3.489 -3.049
H -1.490 -0.612 -3.417
H -0.441 -0.160 -1.203
H 1.073 -1.840 -0.197
H 1.530 -3.969 -1.379
H 0.445 -4.420 -3.575
F 3.373 -1.996 0.236
C 3.787 -1.146 1.191
C 3.762 0.218 0.945
C 4.186 1.099 1.935
C 4.640 0.606 3.155
C 4.666 -0.766 3.389
C 4.232 -1.647 2.404
H 3.413 0.583 -0.014
H 4.163 2.169 1.755
H 4.974 1.292 3.924
H 5.024 -1.149 4.339
H 4.237 -2.718 2.572
F 5.742 8.547 -2.012
C 5.583 9.650 -2.763
C 6.322 9.793 -3.927
C 6.153 10.932 -4.707
C 5.255 11.919 -4.309
C 4.522 11.767 -3.136
C 4.682 10.623 -2.361
H 7.022 9.017 -4.216
H 6.721 11.050 -5.624
H 5.128 12.810 -4.916
H 3.826 12.539 -2.825
H 4.113 10.483 -1.449
F -5.023 -7.784 -4.400
C -4.445 -7.533 -3.211
C -4.701 -6.331 -2.569
C -4.107 -6.075 -1.337
C -3.256 -7.019 -0.767
C -3.003 -8.220 -1.424
C -3.605 -8.481 -2.650
H -5.359 -5.606 -3.031
H -4.306 -5.141 -0.822
H -2.790 -6.817 0.192
H -2.337 -8.953 -0.980
H -3.427 -9.415 -3.171
F 3.554 1.166 5.589
C 2.831 0.328 6.349
C 1.473 0.192 6.108
C 0.724 -0.680 6.892
C 1.341 -1.398 7.915
C 2.705 -1.249 8.150
C 3.456 -0.386 7.359
H 1.009 0.765 5.314
H -0.338 -0.800 6.707
H 0.755 -2.075 8.529
H 3.182 -1.806 8.950
H 4.520 -0.264 7.523
F 5.043 -3.674 9.824
C 4.481 -4.866 9.566
C 3.817 -5.060 8.365
C 3.239 -6.296 8.095
C 3.321 -7.321 9.034
C 3.986 -7.113 10.240
C 4.574 -5.881 10.506
H 3.756 -4.248 7.649
H 2.724 -6.460 7.154
H 2.866 -8.283 8.825
H 4.046 -7.911 10.972
H 5.103 -5.705 11.435

[2]
121
Properties=species:S:1:pos:R:3 method="wB97M-V/def2-TZVPD" s2=2.03 e_lumo_ha="-0.08590 / -0.10042" multiplicity=3 homo_energy_ev="-8.5 / -9.5" de_lowest_kj_mol=10.93 total_charge=+1
Ti -0.289 0.324 0.019
C 0.421 -0.766 4.439
O -0.382 0.437 4.334
C -0.614 0.607 3.037
N -0.254 -0.315 2.220
C 0.449 -1.351 3.007
C -0.167 -2.725 2.898
C 0.468 -3.716 2.164
C -0.086 -4.986 2.070
C -1.276 -5.275 2.719
C -1.916 -4.287 3.460
C -1.366 -3.019 3.544
C -1.175 1.836 2.520
C -1.700 2.851 3.281
C -2.192 3.996 2.646
C -2.127 4.063 1.262
C -1.569 3.008 0.559
N -1.062 1.889 1.161
C -1.436 2.959 -0.868
N -0.890 1.943 -1.450
C -0.802 2.276 -2.888
C -1.792 3.445 -2.999
O -1.888 3.949 -1.645
C -1.087 1.120 -3.817
C -1.671 1.345 -5.061
C -1.953 0.284 -5.909
C -1.651 -1.016 -5.528
C -1.050 -1.245 -4.300
C -0.766 -0.182 -3.457
H -0.044 -1.422 5.169
H 1.409 -0.455 4.771
H 1.474 -1.390 2.634
H 1.388 -3.487 1.637
H 0.414 -5.746 1.485
H -1.704 -6.266 2.655
H -2.846 -4.510 3.969
H -1.881 -2.247 4.105
H -1.724 2.740 4.356
H -2.612 4.808 3.220
H -2.497 4.919 0.717
H 0.218 2.635 -3.075
H -2.787 3.108 -3.298
H -1.462 4.256 -3.642
H -1.916 2.352 -5.377
H -2.413 0.475 -6.870
H -1.880 -1.843 -6.186
H -0.798 -2.251 -3.988
H -0.284 -0.398 -2.513
C -1.779 -2.750 -0.245
P -2.535 -1.084 -0.410
C -3.799 -1.197 -1.711
C -4.625 -2.321 -1.763
C -5.641 -2.400 -2.699
C -5.849 -1.351 -3.587
C -5.044 -0.226 -3.530
C -4.022 -0.149 -2.593
C -3.599 -0.816 1.049
C -4.034 -1.803 1.922
C -4.836 -1.473 3.008
C -5.221 -0.159 3.224
C -4.815 0.831 2.337
C -4.010 0.502 1.261
C -0.327 -2.711 -0.637
C 0.455 -3.750 -1.077
C 1.797 -3.281 -1.084
C 1.759 -1.972 -0.667
C 2.882 -0.988 -0.487
P 2.225 0.639 -0.997
C 2.417 0.655 -2.811
C 2.517 1.880 -3.474
C 2.595 1.927 -4.857
C 2.586 0.752 -5.595
C 2.504 -0.469 -4.943
C 2.412 -0.521 -3.560
C 3.384 1.942 -0.508
C 2.877 3.127 0.012
C 3.730 4.177 0.325
C 5.095 4.038 0.130
C 5.609 2.853 -0.386
C 4.757 1.811 -0.712
N 0.453 -1.591 -0.419
H -1.854 -3.061 0.803
H -2.319 -3.486 -0.842
H -4.481 -3.136 -1.062
H -6.275 -3.276 -2.735
H -6.643 -1.413 -4.320
H -5.202 0.595 -4.218
H -3.391 0.729 -2.561
H -3.759 -2.837 1.768
H -5.165 -2.251 3.685
H -5.845 0.092 4.071
H -5.124 1.858 2.487
H -3.694 1.279 0.573
H 0.112 -4.745 -1.316
H 2.680 -3.832 -1.367
H 3.172 -0.877 0.564
H 3.763 -1.281 -1.061
H 2.551 2.802 -2.905
H 2.675 2.883 -5.358
H 2.649 0.788 -6.674
H 2.500 -1.389 -5.513
H 2.316 -1.481 -3.070
H 1.811 3.222 0.189
H 3.328 5.096 0.730
H 5.762 4.855 0.372
H 6.675 2.750 -0.546
H 5.157 0.901 -1.143
C 4.456 1.339 5.688
As 4.400 0.762 3.848
C 6.002 1.472 3.044
C 4.645 -1.159 3.897
S 2.666 1.327 2.842
H 5.262 0.833 6.218
H 3.499 1.110 6.152
H 4.615 2.415 5.710
H 6.867 1.279 3.677
H 5.863 2.542 2.902
H 6.135 1.004 2.070
H 5.704 -1.411 3.897
H 4.165 -1.575 3.013
H 4.177 -1.569 4.791